# C41H49Cl5InN11O4S2Si2Te

A structure of composition C41H49Cl5InN11O4S2Si2Te (ωB97M-V/def2-TZVPD, OMol25).

Positions of all 116 atoms, in Å:
In1 1.5670 -0.3682 0.8172
C1 3.9334 -0.9478 -4.3367
N1 3.1070 -0.4548 -3.2358
C2 2.9294 -0.9631 -2.0296
N2 2.1682 -0.1358 -1.3136
C3 1.8869 0.8761 -2.1887
N3 2.4467 0.7163 -3.3533
C4 3.1367 -1.4577 -5.5129
C5 3.8260 -1.7449 -6.6875
C6 3.1429 -2.1977 -7.8043
C7 1.7670 -2.3619 -7.7624
C8 1.0816 -2.0775 -6.5889
C9 1.7657 -1.6289 -5.4626
C10 -0.3714 -2.2314 -6.5489
N4 -1.1940 -2.3664 -7.5236
N5 -2.4614 -2.4609 -6.9521
C11 -2.2898 -2.3752 -5.6842
O1 -0.9834 -2.2284 -5.3369
C12 -3.2803 -2.4243 -4.6100
C13 -4.6295 -2.2546 -4.8948
C14 -5.5524 -2.2990 -3.8614
C15 -5.1333 -2.5100 -2.5560
C16 -3.7839 -2.6932 -2.2750
C17 -3.3562 -2.9933 -0.8594
N6 -1.9377 -2.7294 -0.6360
C18 -1.3364 -1.5645 -0.4611
N7 -0.0309 -1.7582 -0.2768
C19 0.0881 -3.1128 -0.3784
N8 -1.0381 -3.7353 -0.5951
C20 -2.8602 -2.6501 -3.3044
H1 4.5807 -1.7225 -3.9210
H2 4.5635 -0.1106 -4.6372
H3 3.3403 -1.9060 -1.7097
H4 1.2558 1.7148 -1.9566
H5 4.8988 -1.6043 -6.7362
H6 3.6836 -2.4149 -8.7146
H7 1.2186 -2.7025 -8.6291
H8 1.2050 -1.3912 -4.5678
H9 -4.9411 -2.0848 -5.9158
H10 -6.6033 -2.1617 -4.0732
H11 -5.8625 -2.5376 -1.7557
H12 -3.4934 -4.0473 -0.6177
H13 -3.9251 -2.4029 -0.1404
H14 -1.8471 -0.6198 -0.4528
H15 1.0263 -3.6314 -0.3249
H16 -1.8080 -2.8081 -3.1093
Cl1 4.4669 6.1723 4.0149
C21 3.4549 4.9416 3.3923
C22 3.5471 4.5490 2.0568
Cl2 4.7113 5.2762 1.0347
C23 2.7166 3.5491 1.5570
Cl3 2.9188 3.0177 -0.0664
C24 1.7702 2.8992 2.3520
O2 0.9947 1.9300 1.8747
C25 1.7206 3.2981 3.6954
Cl4 0.6180 2.4704 4.7535
C26 2.5321 4.3016 4.2161
Cl5 2.4096 4.7235 5.8720
C27 -4.7201 0.0573 5.5868
Si1 -4.0167 0.2334 3.8776
C28 -4.9447 1.5089 2.8938
C29 -3.8975 -1.4073 3.0164
C30 -2.2373 0.9007 4.1752
Te1 -1.1025 1.3179 2.4327
C31 -1.6519 3.3426 2.2624
Si2 -1.9241 4.1713 0.5583
C32 -2.2453 5.9366 1.0639
C33 -0.4054 4.1201 -0.4999
C34 -3.4282 3.4629 -0.2607
H17 -5.7539 -0.2875 5.5368
H18 -4.7170 1.0098 6.1184
H19 -4.1597 -0.6672 6.1791
H20 -5.9887 1.2123 2.7812
H21 -4.5328 1.6449 1.8933
H22 -4.9407 2.4708 3.4122
H23 -4.8891 -1.8482 2.9038
H24 -3.2917 -2.1006 3.6037
H25 -3.4456 -1.3114 2.0269
H26 -1.6287 0.1900 4.7359
H27 -2.2896 1.8460 4.7211
H28 -0.9484 3.9111 2.8737
H29 -2.6083 3.3293 2.7970
H30 -1.3908 6.3852 1.5718
H31 -3.1137 6.0235 1.7181
H32 -2.4490 6.5345 0.1739
H33 0.4199 4.6535 -0.0259
H34 -0.6256 4.6267 -1.4414
H35 -0.0936 3.0997 -0.7133
H36 -4.3229 3.7311 0.3051
H37 -3.3893 2.3801 -0.3558
H38 -3.5351 3.8947 -1.2572
O3 -1.0248 1.1003 0.4387
O4 -2.3208 0.6186 1.0958
S1 0.0464 -0.7593 2.7426
C35 3.3296 0.2968 2.1403
N9 3.1166 0.1699 3.4161
C36 4.1263 0.6717 4.3613
C37 5.4085 0.8734 3.5533
S2 4.8868 0.9069 1.8006
H39 2.1856 -0.1110 3.7349
H40 4.2615 -0.0493 5.1652
H41 3.7630 1.6083 4.7919
H42 6.1193 0.0619 3.6922
H43 5.8948 1.8168 3.7885
C38 1.3826 -3.9635 2.4180
C39 2.6139 -3.5176 1.7117
N10 2.8172 -2.3887 1.0409
C40 4.1315 -2.4328 0.5955
C41 4.7115 -3.5850 1.0009
N11 3.7406 -4.2530 1.7052
H44 0.6418 -3.1698 2.4371
H45 1.6156 -4.2423 3.4459
H46 0.9360 -4.8302 1.9293
H47 4.5815 -1.6217 0.0509
H48 5.7008 -3.9797 0.8623
H49 3.8415 -5.1583 2.1379

## Properties
HOMO level, eV: -12.26
Lowest unoccupied orbital energy, eV: -5.94
Energy relative to the best compared isomer or geometry (same formula, charge and spin), kcal per mole: 71.43
Multiplicity: 1
Net charge: +2
Kohn-Sham gap, Eh: 0.232

Mulliken population analysis, charges in e, atoms 1 to 5: number 1, In, carries 1.889; number 2, C, carries -1.299; number 3, N, carries 0.748; number 4, C, carries -0.301; number 5, N, carries 0.060